[1]
A structure of composition C3H6BrN2O5PdS2, computed with ωB97M-V with the def2-TZVPD basis set.

For the LUMO energy, the calculation gives -10.24 eV. The gap between HOMO and LUMO comes out at 0.130 Ha. Its spin multiplicity is 1. As for the net charge: +1.

```
20
Properties=species:S:1:pos:R:3:forces:R:3
C -0.824 -1.471 1.621 0.2 -0.1 -0.3
C -0.766 -1.928 0.192 -1.3 -1.3 -0.5
O -1.528 -2.741 -0.241 0.7 0.5 0.0
N 0.229 -1.359 -0.761 0.2 1.6 1.6
C 1.510 -1.045 -0.133 0.3 -0.7 -0.3
S -0.468 -0.095 -1.621 -0.8 -0.7 -2.4
O -0.561 -0.536 -2.964 0.7 -0.2 -0.7
O -1.705 0.286 -1.038 0.0 0.3 1.6
N 0.678 1.093 -1.681 -0.8 -0.3 2.2
S 0.279 2.465 -0.967 0.8 1.5 -4.0
O 1.379 3.346 -1.039 1.0 0.1 0.9
O -0.966 3.026 -1.332 -1.1 -0.5 0.7
Br 0.094 2.033 1.272 0.0 -0.2 1.4
H 0.017 -1.836 2.195 0.3 0.1 0.1
H -0.933 -0.400 1.697 0.2 0.3 0.0
H -1.719 -1.908 2.024 -0.3 -0.2 0.1
H 1.930 -1.928 0.324 -0.1 -0.4 0.1
H 1.423 -0.291 0.653 -0.1 0.3 0.2
H 2.220 -0.703 -0.869 0.1 0.3 -0.3
Pd -0.289 3.991 2.668 0.1 -0.4 -0.5
```
Positions in Å, forces in eV/Å.

***

[2]
A cluster of 2 separate species, C4H13NO2 in total, computed with ωB97M-V with the def2-TZVPD basis set.

As for the relative energy (zero: lowest compared OMol25 entry of this formula, charge and spin): 24.76 kcal per mole. For the LUMO energy, the calculation gives 0.82 eV. The gap between HOMO and LUMO comes out at 0.343 Ha. Its spin multiplicity is 1. Its SMILES is CNCCCO.O.

```
20
Properties=species:S:1:pos:R:3:forces:R:3
C 1.704 -1.033 1.294 0.0 -0.2 -0.9
N 0.607 -1.003 0.341 -0.3 -0.6 -0.1
C -0.640 -0.419 0.788 0.0 0.5 0.4
C -1.746 -0.645 -0.241 0.3 0.5 -0.3
C -1.799 0.443 -1.318 1.6 -0.2 -0.7
O -0.446 0.942 -1.549 -0.2 0.5 0.2
H 2.612 -1.256 0.735 0.2 0.2 0.0
H 1.599 -1.893 1.945 -0.2 0.1 0.6
H 1.829 -0.079 1.807 0.1 -0.1 0.4
H 0.837 -0.662 -0.577 0.2 0.0 -0.1
H -0.503 0.649 0.999 -0.2 0.2 0.0
H -0.918 -0.846 1.750 0.0 -0.3 0.0
H -2.735 -0.674 0.215 0.1 -0.4 0.1
H -1.475 -1.581 -0.729 -0.5 -0.2 0.1
H -2.008 0.012 -2.298 -0.9 0.0 0.2
H -2.458 1.269 -1.076 -0.2 0.0 0.1
H -0.448 1.909 -1.577 0.0 -0.4 0.1
H 2.634 1.957 -0.528 -0.1 -0.2 -0.1
H 1.437 1.047 -0.084 0.2 0.2 -0.3
O 1.918 1.865 0.104 -0.1 0.3 0.3
```
Positions in Å, forces in eV/Å.

***

[3]
The ion C4H13N2 with charge +1, computed with ωB97M-V with the def2-TZVPD basis set.

As for the relative energy (zero: lowest compared OMol25 entry of this formula, charge and spin): 44.50 kcal per mole. For the LUMO energy, the calculation gives -2.90 eV. The gap between HOMO and LUMO comes out at 0.418 Ha. Its spin multiplicity is 1. Its SMILES is CC[NH2+]CCN. As for the net charge: +1.

```
19
Properties=species:S:1:pos:R:3:forces:R:3
N 1.748 1.196 0.049 2.8 2.9 -2.7
C 1.896 -0.184 0.429 -0.7 -0.4 -1.3
C 0.639 -0.231 1.305 0.0 -2.7 -1.1
N -0.578 0.140 0.442 -2.3 2.4 0.5
C -1.163 -0.732 -0.687 0.9 -1.0 -0.3
C -2.515 -0.325 -1.412 0.7 -0.3 1.1
H 2.292 1.407 -0.876 -1.2 -0.3 2.4
H 2.183 1.803 0.792 -0.6 -0.6 -1.2
H -0.305 1.042 -0.021 -0.1 -0.4 0.6
H 1.810 -0.830 -0.509 0.2 0.7 1.4
H 2.872 -0.348 0.917 -0.8 -0.6 0.2
H 0.907 0.435 2.128 -1.3 0.0 0.0
H 0.339 -1.235 1.568 0.4 -0.3 1.0
H -1.416 0.307 1.068 1.4 0.2 -0.5
H -1.234 -1.719 -0.250 -0.2 -0.3 0.1
H -0.324 -0.769 -1.356 0.1 -0.1 -0.7
H -2.646 0.726 -1.170 -0.7 0.1 0.0
H -2.455 -0.353 -2.531 0.2 -0.4 1.2
H -3.352 -0.989 -1.015 1.0 1.2 -0.7
```
Positions in Å, forces in eV/Å.

***

[4]
An isolated molecule of C3H6O2, computed with ωB97M-V with the def2-TZVPD basis set.

As for the relative energy (zero: lowest compared OMol25 entry of this formula, charge and spin): 33.15 kcal per mole. For the LUMO energy, the calculation gives 0.72 eV. The gap between HOMO and LUMO comes out at 0.387 Ha. Its spin multiplicity is 1. Its SMILES is O=CCCO.

```
11
Properties=species:S:1:pos:R:3:forces:R:3
O -1.703 0.701 -0.624 0.0 -0.3 -0.2
C -0.842 0.099 0.324 0.5 -0.4 0.2
C 0.463 -0.588 -0.227 -0.1 0.2 0.0
C 1.570 0.375 0.050 0.2 0.1 0.2
O 2.296 0.310 1.015 -0.2 0.0 -0.5
H -2.422 0.100 -0.860 0.3 0.1 0.1
H -1.284 -0.739 0.845 -0.8 0.2 0.4
H -0.599 0.899 1.039 0.1 -0.4 -0.1
H 0.326 -0.807 -1.290 0.1 0.2 0.1
H 0.685 -1.529 0.302 -0.3 0.4 -0.1
H 1.589 1.250 -0.624 0.2 0.1 0.0
```
Positions in Å, forces in eV/Å.

***

[5]
The ion C15H26NO2S with charge +1, computed with ωB97M-V with the def2-TZVPD basis set.

As for the relative energy (zero: lowest compared OMol25 entry of this formula, charge and spin): 1.24 kcal per mole. For the LUMO energy, the calculation gives -3.02 eV. The gap between HOMO and LUMO comes out at 0.276 Ha. Its spin multiplicity is 1. Its SMILES is CCCCCSc1cc(OC)c(CC[NH3+])cc1OC. As for the net charge: +1.

```
45
Properties=species:S:1:pos:R:3:forces:R:3
C -5.552 -1.536 -1.656 -0.1 0.2 0.1
C -5.387 -0.094 -1.191 0.1 0.0 -0.2
C -3.995 0.476 -1.468 0.0 -0.1 0.1
C -2.847 -0.269 -0.784 -0.2 0.2 -0.1
C -2.945 -0.210 0.730 0.4 -0.1 -0.1
H -3.806 -0.769 1.094 0.0 0.0 0.1
H -2.996 0.813 1.096 -0.1 -0.1 0.0
S -1.547 -1.060 1.536 -0.2 0.1 0.3
C -0.086 -0.278 0.938 -0.3 0.2 0.0
C 1.004 -1.119 0.750 0.1 0.0 0.0
C 2.229 -0.629 0.343 0.0 0.4 0.0
C 2.388 0.734 0.085 0.1 -0.3 0.1
C 1.294 1.571 0.275 -0.1 0.1 0.0
C 0.064 1.103 0.722 0.1 -0.2 0.0
O -1.000 1.896 0.977 0.1 -0.5 0.0
C -0.883 3.291 0.817 0.0 0.3 0.0
H -0.682 3.561 -0.224 0.0 0.0 0.0
H -0.104 3.704 1.465 0.0 0.0 0.0
H -1.847 3.700 1.114 0.1 0.0 0.0
H 1.429 2.625 0.098 0.0 0.2 0.0
C 3.704 1.321 -0.367 -0.2 -0.2 -0.1
H 4.512 0.971 0.280 0.1 0.1 0.0
C 4.033 0.983 -1.822 -0.1 0.8 0.1
H 4.745 1.696 -2.239 0.0 -0.2 -0.1
H 3.121 1.009 -2.420 0.1 -0.1 0.0
N 4.611 -0.390 -1.896 -0.1 -0.4 0.1
H 5.599 -0.375 -1.629 -0.2 -0.1 -0.1
H 4.524 -0.800 -2.828 0.1 0.0 0.2
H 4.090 -0.977 -1.158 0.3 0.0 -0.4
H 3.650 2.404 -0.269 0.1 0.0 0.0
O 3.351 -1.444 0.146 -0.2 0.5 0.0
C 3.280 -2.798 0.564 0.0 -0.4 0.1
H 2.579 -3.368 -0.051 0.0 0.0 0.0
H 2.989 -2.864 1.612 0.0 0.0 0.0
H 4.284 -3.201 0.444 -0.1 0.0 0.0
H 0.853 -2.167 0.944 0.0 -0.2 0.0
H -2.831 -1.311 -1.107 0.1 0.0 0.0
H -1.904 0.189 -1.098 0.0 -0.1 0.0
H -3.974 1.522 -1.149 0.0 0.1 -0.1
H -3.817 0.456 -2.546 0.0 0.1 0.0
H -6.113 0.530 -1.717 0.0 0.0 0.1
H -5.613 -0.024 -0.126 -0.1 0.1 0.0
H -5.276 -1.633 -2.704 0.0 -0.1 -0.1
H -4.936 -2.214 -1.071 0.1 -0.1 0.0
H -6.588 -1.847 -1.547 -0.1 -0.1 0.0
```
Positions in Å, forces in eV/Å.

***

[6]
A structure of composition C11H20Cl2O5SV, computed with ωB97M-V with the def2-TZVPD basis set.

For the LUMO energy (spin up / spin down), the calculation gives 4.71 / 4.69 eV. The gap between HOMO and LUMO (spin up / spin down) comes out at 0.182 / 0.178 Ha. Its spin multiplicity is 2. The expectation value of S² is 0.805. As for the net charge: -2.

```
40
Properties=species:S:1:pos:R:3:forces:R:3
C 1.691 0.244 -1.179 -1.3 -0.7 0.1
C 0.646 1.210 -1.187 -0.2 -1.4 -0.1
C -0.592 0.534 -1.348 1.0 -1.0 -0.4
C 0.816 2.668 -1.119 -0.3 0.6 0.7
C -0.352 -0.879 -1.495 1.5 1.6 0.9
C 1.111 -1.065 -1.509 -0.6 0.2 0.8
C 1.730 -2.293 -1.373 0.2 -0.3 -1.1
C 3.137 0.528 -1.016 0.4 0.4 -0.2
C -1.908 1.193 -1.505 -0.2 0.5 0.3
C -1.353 -1.949 -1.638 -0.5 -0.5 -0.2
V 0.491 -0.707 0.643 -0.3 1.5 -3.2
Cl -0.995 4.065 1.316 -0.4 0.3 0.2
Cl 1.381 0.977 1.950 0.4 0.2 0.6
O -0.012 -2.468 1.046 -0.6 -0.7 1.5
H 1.692 2.934 -0.527 0.1 0.0 -0.1
H -0.020 3.145 -0.585 0.2 -0.1 -0.2
H 0.886 3.122 -2.111 0.1 0.0 -0.2
H -2.009 2.029 -0.797 0.0 -0.2 -0.1
H -2.730 0.496 -1.337 0.0 0.0 0.0
H -1.999 1.604 -2.524 0.0 -0.1 0.2
H -2.229 -1.771 -0.994 0.3 0.0 -0.1
H -0.919 -2.917 -1.345 -0.3 0.3 -0.1
H -1.694 -1.996 -2.685 -0.1 -0.2 0.1
H 1.151 -3.192 -1.598 0.4 0.2 0.2
H 2.332 -2.490 0.915 -0.4 0.8 0.2
H 2.818 -2.334 -1.429 -0.2 -0.2 0.1
H 3.299 1.367 -0.323 -0.1 -0.2 -0.2
H 3.575 0.801 -1.991 0.1 -0.1 0.2
H 3.667 -0.335 -0.613 0.0 0.0 -0.1
H -0.429 -2.544 1.937 0.1 0.2 -1.1
O 2.335 -1.525 1.110 1.9 -0.9 1.1
H 2.670 -1.346 2.019 -0.5 0.0 -0.7
C -2.616 1.152 3.002 0.0 0.1 0.1
S -2.002 -0.430 2.427 2.4 1.0 -1.7
O -3.115 -1.305 2.154 -0.5 -0.1 0.4
O -1.317 -0.005 1.100 -1.6 -0.8 2.1
O -0.954 -0.923 3.330 -1.2 0.0 0.0
H -3.625 0.982 3.399 0.3 0.1 0.0
H -2.618 1.825 2.133 -0.1 -0.2 0.3
H -1.936 1.599 3.748 -0.3 -0.4 -0.4
```
Positions in Å, forces in eV/Å.